# 1
# C12H41ClN13O12

A cluster of 9 separate species, C12H41ClN13O12 in total (wB97M-V/def2-TZVPD, the Open Molecules 2025 dataset).

E_HOMO	-6.1	eV
LUMO energy	0.071	hartree
ΔE to the lowest compared entry with this formula, charge and spin	825.3	kJ/mol
maximum force	8.05	eV/Å
HOMO-LUMO gap	8.05	eV
electronic energy	-2556.51297	Ha

Structure (ORCA input):
```
! RIJCOSX wB97M-V def2-TZVPD def2/J DEFGRID3
* xyz -1 1
Cl 0.67 1.61 1.36
O -0.60 1.50 0.67
O 1.06 2.96 1.41
O 0.44 0.99 2.70
O 1.70 0.84 0.65
C -2.92 -4.05 1.74
C -4.11 -4.95 1.83
O -4.62 -5.24 0.52
H -2.16 -4.63 1.21
H -2.69 -3.78 2.77
H -3.15 -3.22 1.06
H -4.90 -4.42 2.36
H -3.96 -5.92 2.30
H -5.04 -6.10 0.46
C -4.46 6.00 3.54
O -4.24 6.67 4.51
N -3.55 5.63 2.75
N -5.58 5.54 3.19
H -3.78 5.22 1.86
H -2.58 5.86 2.96
H -6.40 5.74 3.74
H -5.66 4.97 2.35
C 3.88 4.34 -4.74
O 2.99 3.83 -5.42
N 3.76 4.59 -3.50
N 4.87 4.96 -5.23
H 2.91 4.24 -3.09
H 4.53 4.99 -2.99
H 5.02 4.86 -6.23
H 5.22 5.67 -4.60
C -4.29 -1.95 -3.58
O -3.93 -1.27 -4.51
N -4.44 -3.19 -3.63
N -4.51 -1.50 -2.43
H -4.31 -3.48 -4.59
H -4.51 -3.80 -2.82
H -4.80 -2.11 -1.68
H -4.38 -0.50 -2.37
C 3.65 2.81 8.86
O 3.98 1.75 9.40
N 3.31 2.83 7.61
N 3.59 3.97 9.42
H 3.25 3.51 6.86
H 2.97 1.93 7.29
H 3.55 3.91 10.43
H 3.34 4.80 8.91
C -1.88 5.32 -3.78
O -1.65 4.18 -4.15
N -2.07 6.28 -4.62
N -1.81 5.65 -2.54
H -2.02 6.07 -5.60
H -1.73 7.08 -4.11
H -2.00 6.59 -2.23
H -1.23 5.03 -2.00
C 2.43 -4.96 4.19
O 3.19 -5.95 4.34
N 1.95 -4.29 5.11
N 1.98 -4.69 2.99
H 2.13 -4.60 6.06
H 1.34 -3.52 4.87
H 2.47 -5.18 2.25
H 1.45 -3.84 2.87
C 3.61 -2.92 -4.02
C 2.10 -3.08 -3.76
C 1.82 -3.91 -2.52
O 2.50 -5.11 -2.67
C 1.79 -6.31 -3.09
N 1.49 -1.77 -3.80
H 3.76 -2.18 -4.81
H 4.10 -3.86 -4.26
H 4.08 -2.47 -3.14
H 1.68 -3.63 -4.61
H 0.74 -4.07 -2.53
H 2.08 -3.53 -1.53
H 1.68 -6.45 -4.17
H 0.87 -6.52 -2.54
H 2.49 -7.10 -2.82
H 2.31 -1.18 -3.82
H 1.24 -1.51 -2.86
*
```

Atomic charges from the Löwdin analysis, expressed in e, are listed below:
1 Cl 0.6228
2 O -0.4075
3 O -0.3835
4 O -0.4264
5 O -0.4063
6 C -0.0801
7 C -0.3451
8 O -0.1005
9 H 0.0771
10 H 0.0832
11 H 0.0797
12 H 0.1022
13 H 0.1110
14 H 0.0736
15 C -0.8952
16 O 0.0536
17 N 0.1769
18 N 0.1689
19 H 0.1192
20 H 0.1345
21 H 0.1258
22 H 0.1163
23 C -0.8427
24 O 0.0262
25 N 0.1680
26 N 0.1562
27 H 0.1375
28 H 0.1162
29 H 0.1272
30 H 0.1116
31 C -0.9072
32 O 0.0473
33 N 0.1706
34 N 0.1833
35 H 0.1279
36 H 0.1178
37 H 0.1193
38 H 0.1389
39 C -0.7989
40 O 0.0118
41 N 0.1518
42 N 0.1615
43 H 0.1168
44 H 0.1185
45 H 0.1215
46 H 0.1169
47 C -0.8388
48 O 0.0475
49 N 0.1631
50 N 0.1607
51 H 0.1266
52 H 0.1036
53 H 0.1062
54 H 0.1313
55 C -0.8075
56 O -0.0319
57 N 0.1847
58 N 0.1612
59 H 0.1370
60 H 0.1280
61 H 0.1187
62 H 0.1104
63 C -0.0632
64 C -0.4510
65 C -0.2195
66 O -0.2050
67 C -0.0800
68 N 0.0510
69 H 0.0735
70 H 0.0702
71 H 0.0829
72 H 0.1273
73 H 0.1198
74 H 0.1316
75 H 0.0783
76 H 0.0816
77 H 0.0775
78 H 0.0525
79 H 0.0734

---

# 2
# C20H25NOP2Pd

A structure of composition C20H25NOP2Pd (wB97M-V/def2-TZVPD, the Open Molecules 2025 dataset).

E_HOMO (spin up / spin down)	-11.4 / -13.8	eV
LUMO energy (spin up / spin down)	-0.261 / -0.340	hartree
ΔE to the lowest compared entry with this formula, charge and spin	212.0	kJ/mol
maximum force	5.93	eV/Å
HOMO-LUMO gap (spin up / spin down)	4.26 / 4.52	eV
electronic energy	-1716.91325	Ha

Structure (ORCA input):
```
! RIJCOSX wB97M-V def2-TZVPD def2/J DEFGRID3
* xyz 2 5
C -1.82 2.80 -3.82
C -1.47 1.55 -3.29
C -0.10 1.12 -3.56
C 0.89 2.14 -3.46
C 0.52 3.50 -3.66
C -0.79 3.78 -4.01
C 2.18 1.73 -3.14
C 2.49 0.36 -3.07
C 1.44 -0.60 -3.27
C 1.68 -1.97 -2.92
C 2.98 -2.40 -3.02
C 4.07 -1.47 -3.06
C 3.81 -0.14 -2.92
H -2.84 3.05 -4.01
H 1.27 4.27 -3.62
H -1.07 4.77 -4.40
H 2.77 2.40 -2.48
H 3.19 -3.45 -3.04
H 5.09 -1.84 -3.13
H 4.60 0.61 -2.85
N 0.22 -0.17 -3.63
Pd 0.14 2.06 0.84
C -2.34 0.82 -2.32
H -2.29 -0.27 -2.49
H -3.37 1.19 -2.39
C 0.60 -2.83 -2.31
H -0.38 -2.63 -2.79
H 0.87 -3.90 -2.39
P -1.91 1.10 -0.49
P 0.42 -2.44 -0.48
C 1.79 -3.29 0.35
H 1.71 -3.06 1.42
H 1.69 -4.37 0.19
H 2.75 -2.93 -0.04
C -1.17 -2.96 0.12
H -1.10 -4.02 0.41
H -1.40 -2.34 0.99
H -1.92 -2.81 -0.66
C -2.57 2.77 -0.37
H -3.62 2.71 -0.66
H -2.47 3.16 0.66
H -2.00 3.41 -1.05
C -3.20 0.09 0.32
H -3.00 -0.06 1.39
H -4.14 0.64 0.20
H -3.26 -0.88 -0.18
H 1.24 1.51 -0.10
H 0.51 -1.06 -0.18
O -0.57 -0.27 2.57
C -0.12 0.61 1.95
*
```

Atomic charges from the natural (NBO) analysis, expressed in e, are listed below:
1 C -0.2333
2 C 0.0035
3 C 0.2368
4 C -0.1227
5 C -0.1644
6 C -0.1724
7 C -0.1354
8 C -0.1037
9 C 0.2003
10 C -0.0651
11 C -0.2087
12 C -0.1717
13 C -0.1753
14 H 0.2387
15 H 0.2388
16 H 0.2482
17 H 0.2272
18 H 0.2295
19 H 0.2466
20 H 0.2363
21 N -0.4397
22 Pd 0.5834
23 C -0.6916
24 H 0.2601
25 H 0.2627
26 C -0.6902
27 H 0.2809
28 H 0.2798
29 P 0.9913
30 P 1.2950
31 C -0.9446
32 H 0.2713
33 H 0.2820
34 H 0.2927
35 C -0.9726
36 H 0.2941
37 H 0.2674
38 H 0.2728
39 C -0.9861
40 H 0.2677
41 H 0.2510
42 H 0.2748
43 C -0.9514
44 H 0.2626
45 H 0.2728
46 H 0.2515
47 H -0.1565
48 H 0.0063
49 O -0.4092
50 C 0.4685

---

# 3
# C23H38N2O12

A cluster of 6 separate species, C23H38N2O12 in total (wB97M-V/def2-TZVPD, the Open Molecules 2025 dataset).

E_HOMO	-10.1	eV
LUMO energy	0.017	hartree
ΔE to the lowest compared entry with this formula, charge and spin	54.9	kJ/mol
maximum force	8.69	eV/Å
SMILES	C[C@H]1COC(=O)O1.C[C@H]1COC(=O)O1.C[C@H]1COC(=O)O1.COC(=O)OC.CCCC#N.CCCC#N
HOMO-LUMO gap	10.56	eV
electronic energy	-1911.46504	Ha

Structure (ORCA input):
```
! RIJCOSX wB97M-V def2-TZVPD def2/J DEFGRID3
* xyz 0 1
C 5.48 0.85 -1.74
C 4.76 -0.05 -0.69
C 5.61 -1.13 0.10
O 4.81 -1.22 1.22
C 4.10 -0.11 1.37
O 3.43 0.11 2.35
O 4.12 0.61 0.34
H 4.83 1.50 -2.31
H 6.11 0.29 -2.38
H 6.11 1.60 -1.20
H 4.00 -0.57 -1.25
H 6.55 -0.72 0.46
H 5.77 -2.12 -0.34
C -6.00 -1.72 -0.11
C -4.61 -1.47 0.65
C -4.44 -0.01 1.17
O -4.30 -0.19 2.56
C -4.48 -1.43 2.86
O -4.40 -1.86 4.02
O -4.71 -2.15 1.90
H -6.92 -1.46 0.40
H -6.13 -2.78 -0.37
H -5.94 -1.02 -0.92
H -3.76 -1.77 0.16
H -5.31 0.63 0.93
H -3.52 0.48 0.77
C -0.96 -1.68 1.84
C -0.26 -1.52 0.53
C 1.19 -1.21 0.59
O 1.52 -1.71 -0.73
C 0.58 -2.56 -1.16
O 0.60 -3.25 -2.16
O -0.42 -2.60 -0.36
H -1.12 -0.76 2.45
H -0.44 -2.33 2.51
H -1.85 -2.23 1.73
H -0.82 -0.69 0.00
H 1.90 -1.80 1.31
H 1.40 -0.20 0.78
C -2.25 -1.13 -3.17
O -2.27 0.08 -3.81
C -2.25 1.15 -3.06
O -2.28 1.12 -1.62
O -2.12 2.29 -3.70
C -1.80 3.45 -2.94
H -1.98 -2.00 -3.83
H -3.18 -1.36 -2.66
H -1.60 -1.24 -2.30
H -2.71 4.02 -2.63
H -1.16 4.17 -3.46
H -1.25 3.26 -2.00
C 2.31 3.02 -2.78
C 1.62 1.79 -2.21
C 1.40 0.60 -3.18
C 2.59 0.08 -3.86
N 3.62 -0.33 -4.37
H 2.28 3.86 -2.01
H 1.69 3.47 -3.58
H 3.22 2.80 -3.39
H 0.69 2.00 -1.65
H 2.30 1.33 -1.50
H 0.79 0.90 -4.01
H 0.80 -0.24 -2.85
C -1.07 -0.47 5.11
C 0.41 -0.13 4.69
C 0.71 1.30 4.28
C -0.07 1.65 3.05
N -0.64 1.84 2.08
H -1.74 0.11 4.44
H -1.32 -0.05 6.05
H -1.24 -1.57 5.09
H 0.74 -0.76 3.89
H 1.04 -0.37 5.55
H 1.80 1.43 4.07
H 0.49 2.16 4.96
*
```

Atomic charges from the Löwdin analysis, expressed in e, are listed below:
1 C 0.0016
2 C -0.2874
3 C -0.0641
4 O 0.0786
5 C -0.6541
6 O 0.1180
7 O 0.1375
8 H 0.0437
9 H 0.0715
10 H 0.0953
11 H 0.1252
12 H 0.1333
13 H 0.1500
14 C 0.0065
15 C -0.2116
16 C -0.0734
17 O 0.0979
18 C -0.7257
19 O 0.0947
20 O 0.1375
21 H 0.0790
22 H 0.0891
23 H 0.0652
24 H 0.1096
25 H 0.1408
26 H 0.1293
27 C 0.0012
28 C -0.3275
29 C -0.0605
30 O 0.0515
31 C -0.6322
32 O 0.1292
33 O 0.1302
34 H 0.0710
35 H 0.0824
36 H 0.0710
37 H 0.1601
38 H 0.1780
39 H 0.1063
40 C -0.0721
41 O 0.0416
42 C -0.4135
43 O -0.1035
44 O 0.0291
45 C -0.0423
46 H 0.1296
47 H 0.0947
48 H 0.0665
49 H 0.1101
50 H 0.0934
51 H 0.0857
52 C -0.0989
53 C -0.2247
54 C -0.1758
55 C -0.1829
56 N 0.1397
57 H 0.1015
58 H 0.0604
59 H 0.0761
60 H 0.1075
61 H 0.0734
62 H 0.1047
63 H 0.0920
64 C -0.0761
65 C -0.2464
66 C -0.1805
67 C -0.2322
68 N 0.1560
69 H 0.0690
70 H 0.0498
71 H 0.0889
72 H 0.0758
73 H 0.1081
74 H 0.1167
75 H 0.1303

---

# 4
# C6H4O

The molecule C6H4O (wB97M-V/def2-TZVPD, the Open Molecules 2025 dataset).

E_HOMO	-10.2	eV
LUMO energy	-0.008	hartree
ΔE to the lowest compared entry with this formula, charge and spin	223.0	kJ/mol
maximum force	0.78	eV/Å
SMILES	C#CC(=O)C#CC
HOMO-LUMO gap	10.01	eV
electronic energy	-306.12661	Ha

Structure (ORCA input):
```
! RIJCOSX wB97M-V def2-TZVPD def2/J DEFGRID3
* xyz 0 1
C -1.30 2.60 1.31
C -0.31 1.91 1.30
C 0.79 0.93 1.30
O 1.76 1.02 2.01
C 0.57 -0.16 0.36
C 0.40 -0.97 -0.52
C 0.13 -1.94 -1.57
H -2.17 3.22 1.37
H -0.24 -2.87 -1.14
H 1.01 -2.18 -2.17
H -0.63 -1.56 -2.26
*
```

Atomic charges from the natural (NBO) analysis, expressed in e, are listed below:
1 C -0.1355
2 C -0.1175
3 C 0.4554
4 O -0.4616
5 C -0.1491
6 C 0.1286
7 C -0.6991
8 H 0.2408
9 H 0.2492
10 H 0.2459
11 H 0.2430

---

Q: Among the records above, which one has the highest electronic energy?
A: C6H4O